[1]
The following is a quantum chemistry calculation of 5 unconnected molecules or ions with the total composition C22H66N9O5P3S2, from the OMol25 dataset.

For the highest occupied orbital energy (spin up / spin down), the calculation gives -10.283 / -10.283 eV. The spin multiplicity is 2. The value obtained for the LUMO energy (spin up / spin down) is -1.705 / -6.982 eV. The energy above the lowest of the compared OMol25 structures with the same formula, charge and spin is 37.0 kJ/mol. The calculation puts the frontier orbital gap (spin up / spin down) at 0.3152 / 0.1213 Eh. As for the total charge: +1.

Each atom is followed by the atoms it is bonded to, with distances in Å.
Atoms and positions in Å:
1 O 4.521 -0.042 -2.386  P2 1.479
2 P 4.339 -0.698 -1.073  O1 1.479, N3 1.730, N6 1.745, N9 1.698
3 N 5.753 -1.525 -0.517  P2 1.730, C4 1.534, C5 1.517
4 C 6.125 -2.631 -1.512  N3 1.534, H12 1.090, H13 1.090, H14 1.090
5 C 6.938 -0.671 -0.109  N3 1.517, H15 1.090, H16 1.090, H17 1.090
6 N 3.161 -1.984 -1.140  P2 1.745, C7 1.483, C8 1.516
7 C 2.699 -2.577 -2.419  N6 1.483, H18 1.090, H19 1.090, H20 1.090
8 C 2.797 -2.906 0.007  N6 1.516, H21 1.090, H22 1.090, H23 1.090
9 N 3.953 0.327 0.224  P2 1.698, C10 1.455, C11 1.433
10 C 3.562 -0.087 1.564  N9 1.455, H24 1.090, H25 1.090, H26 1.090
11 C 3.648 1.712 0.018  N9 1.433, H27 1.090, H28 1.090, H29 1.090
12 H 5.400 -3.422 -1.324  C4 1.090
13 H 7.106 -3.053 -1.290  C4 1.090
14 H 6.144 -2.235 -2.528  C4 1.090
15 H 7.895 -1.093 -0.416  C5 1.090
16 H 6.899 -0.707 0.980  C5 1.090
17 H 6.951 0.344 -0.505  C5 1.090
18 H 3.445 -3.236 -2.863  C7 1.090
19 H 1.713 -3.024 -2.287  C7 1.090
20 H 2.624 -1.771 -3.149  C7 1.090
21 H 1.951 -3.568 -0.178  C8 1.090
22 H 3.568 -3.650 0.208  C8 1.090
23 H 2.636 -2.414 0.966  C8 1.090
24 H 3.739 0.772 2.212  C10 1.090
25 H 2.499 -0.323 1.544  C10 1.090
26 H 4.224 -0.895 1.874  C10 1.090
27 H 4.574 2.184 -0.310  C11 1.090
28 H 3.318 2.339 0.846  C11 1.090
29 H 2.825 1.673 -0.696  C11 1.090
30 O 0.000 3.506 0.641  P31 1.485
31 P -0.317 3.961 2.018  O30 1.485, N32 1.726, N35 1.714, N38 1.720
32 N 0.924 4.886 2.782  P31 1.726, C33 1.467, C34 1.498
33 C 1.710 5.782 1.927  N32 1.467, H41 1.090, H42 1.090, H43 1.090
34 C 0.902 5.231 4.240  N32 1.498, H44 1.090, H45 1.090, H46 1.090
35 N -0.755 2.708 3.103  P31 1.714, C36 1.416, C37 1.535
36 C -0.080 1.509 2.772  N35 1.416, H47 1.090, H48 1.090, H49 1.090
37 C -1.276 2.865 4.538  N35 1.535, H50 1.090, H51 1.090, H52 1.090
38 N -1.672 5.002 2.217  P31 1.720, C39 1.523, C40 1.491
39 C -3.044 4.418 1.911  N38 1.523, H53 1.090, H54 1.090, H55 1.090
40 C -1.746 6.474 1.994  N38 1.491, H56 1.090, H57 1.090, H58 1.090
41 H 2.084 5.159 1.114  C33 1.090
42 H 2.637 6.228 2.288  C33 1.090
43 H 1.180 6.651 1.538  C33 1.090
44 H 0.078 5.938 4.332  C34 1.090
45 H 1.879 5.579 4.577  C34 1.090
46 H 0.699 4.281 4.735  C34 1.090
47 H -0.123 1.457 1.684  C36 1.090
48 H 0.940 1.351 3.123  C36 1.090
49 H -0.820 0.765 3.067  C36 1.090
50 H -2.319 2.661 4.778  C37 1.090
51 H -0.941 2.008 5.123  C37 1.090
52 H -1.146 3.850 4.987  C37 1.090
53 H -2.931 3.977 0.921  C39 1.090
54 H -3.302 3.717 2.706  C39 1.090
55 H -3.862 5.138 1.918  C39 1.090
56 H -1.372 6.737 1.004  C40 1.090
57 H -1.074 6.879 2.750  C40 1.090
58 H -2.753 6.770 2.290  C40 1.090
59 O -1.243 -2.753 -1.287  P60 1.526
60 P -2.256 -1.631 -1.492  O59 1.526, N61 1.745, N64 1.680, N67 1.707
61 N -2.084 -0.943 -3.087  P60 1.745, C62 1.451, C63 1.524
62 C -0.781 -1.053 -3.715  N61 1.451, H70 1.090, H71 1.090, H72 1.090
63 C -3.010 0.034 -3.803  N61 1.524, H73 1.090, H74 1.090, H75 1.090
64 N -2.164 -0.235 -0.562  P60 1.680, C65 1.465, C66 1.477
65 C -1.028 0.654 -0.819  N64 1.465, H76 1.090, H77 1.090, H78 1.090
66 C -2.471 -0.423 0.870  N64 1.477, H79 1.090, H80 1.090, H81 1.090
67 N -3.850 -2.241 -1.486  P60 1.707, C68 1.442, C69 1.533
68 C -4.998 -1.484 -1.051  N67 1.442, H82 1.090, H83 1.090, H84 1.090
69 C -4.202 -3.390 -2.437  N67 1.533, H85 1.090, H86 1.090, H87 1.090
70 H -0.132 -0.181 -3.639  C62 1.090
71 H -0.909 -1.306 -4.768  C62 1.090
72 H -0.187 -1.873 -3.311  C62 1.090
73 H -2.797 1.096 -3.680  C63 1.090
74 H -4.086 -0.045 -3.646  C63 1.090
75 H -2.830 -0.127 -4.866  C63 1.090
76 H -1.216 1.589 -0.291  C65 1.090
77 H -0.049 0.305 -0.490  C65 1.090
78 H -0.946 0.859 -1.886  C65 1.090
79 H -1.505 -0.609 1.340  C66 1.090
80 H -2.790 0.573 1.178  C66 1.090
81 H -3.235 -1.183 1.039  C66 1.090
82 H -4.792 -0.591 -0.462  C68 1.090
83 H -5.659 -1.169 -1.859  C68 1.090
84 H -5.618 -2.154 -0.454  C68 1.090
85 H -3.345 -3.982 -2.759  C69 1.090
86 H -4.643 -2.945 -3.329  C69 1.090
87 H -4.849 -4.056 -1.867  C69 1.090
88 C 0.364 -2.010 5.862  S89 1.788, H92 1.090, H93 1.090, H94 1.090
89 S 1.032 -1.808 4.215  C88 1.788, O90 1.549, C91 1.829
90 O 2.078 -2.944 4.092  S89 1.549
91 C -0.379 -2.515 3.291  S89 1.829, H95 1.090, H96 1.090, H97 1.090
92 H 0.365 -3.045 6.205  C88 1.090
93 H -0.714 -1.913 5.993  C88 1.090
94 H 0.890 -1.372 6.572  C88 1.090
95 H -1.312 -1.951 3.261  C91 1.090
96 H -0.533 -3.477 3.779  C91 1.090
97 H -0.007 -2.794 2.306  C91 1.090
98 C -4.593 -3.801 -6.110  S99 1.835, H102 1.090, H103 1.090, H104 1.090
99 S -3.065 -4.478 -6.868  C98 1.835, O100 1.466, C101 1.842
100 O -2.750 -3.660 -8.043  S99 1.466
101 C -1.992 -4.119 -5.415  S99 1.842, H105 1.090, H106 1.090, H107 1.090
102 H -5.407 -4.206 -6.711  C98 1.090
103 H -4.589 -2.713 -6.176  C98 1.090
104 H -4.731 -4.215 -5.111  C98 1.090
105 H -0.967 -3.956 -5.749  C101 1.090
106 H -2.110 -4.867 -4.631  C101 1.090
107 H -2.412 -3.220 -4.964  C101 1.090

=====

[2]
The following is a quantum chemistry calculation of 11 unconnected molecules or ions with the total composition C22H66O11, from the OMol25 dataset.

For the highest occupied orbital energy, the calculation gives -9.348 eV. As for the SMILES: CCO.CCO.CCO.CCO.CCO.CCO.CCO.CCO.CCO.CCO.CCO. The value obtained for the LUMO energy is 0.326 eV. The energy above the lowest of the compared OMol25 structures with the same formula, charge and spin is 257.6 kJ/mol. The calculation puts the frontier orbital gap at 0.3555 Eh.

Each atom is followed by the atoms it is bonded to, with distances in Å.
Atoms and positions in Å:
1 C -0.688 -0.794 -4.164  C2 1.544, H4 1.107, H5 1.100, H6 1.093
2 C -1.958 -1.657 -3.999  C1 1.544, O3 1.410, H7 1.081, H8 1.094
3 O -2.345 -1.944 -5.325  C2 1.410, H9 0.970
4 H -1.002 -0.152 -5.010  C1 1.107
5 H 0.230 -1.341 -4.428  C1 1.100
6 H -0.449 -0.210 -3.272  C1 1.093
7 H -2.699 -1.001 -3.563  C2 1.081
8 H -1.845 -2.588 -3.435  C2 1.094
9 H -3.110 -2.540 -5.365  O3 0.970
10 C -0.608 2.778 3.579  C11 1.515, H13 1.110, H14 1.095, H15 1.084
11 C -1.288 3.897 4.339  C10 1.515, O12 1.438, H16 1.098, H17 1.076
12 O -0.559 4.253 5.527  C11 1.438, H18 0.967
13 H 0.404 3.140 3.301  C10 1.110
14 H -1.160 2.570 2.656  C10 1.095
15 H -0.503 1.872 4.165  C10 1.084
16 H -2.269 3.486 4.613  C11 1.098
17 H -1.330 4.753 3.689  C11 1.076
18 H -0.938 4.982 6.036  O12 0.967
19 C 0.684 -2.403 3.597  C20 1.513, H22 1.077, H23 1.090, H24 1.086
20 C 2.056 -2.968 3.304  C19 1.513, O21 1.425, H25 1.080, H26 1.080
21 O 3.054 -2.126 3.876  C20 1.425, H27 0.964
22 H 0.621 -1.372 3.290  C19 1.077
23 H 0.466 -2.410 4.666  C19 1.090
24 H -0.060 -3.031 3.114  C19 1.086
25 H 2.163 -3.000 2.229  C20 1.080
26 H 2.167 -3.945 3.748  C20 1.080
27 H 3.289 -1.475 3.206  O21 0.964
28 C -5.152 1.680 -0.125  C29 1.548, H31 1.108, H32 1.086, H33 1.103
29 C -4.676 0.301 -0.644  C28 1.548, O30 1.434, H34 1.088, H35 1.072
30 O -3.319 0.307 -1.107  C29 1.434, H36 0.965
31 H -6.212 1.598 0.186  C28 1.108
32 H -5.106 2.491 -0.846  C28 1.086
33 H -4.635 2.101 0.753  C28 1.103
34 H -5.336 0.076 -1.478  C29 1.088
35 H -4.813 -0.447 0.110  C29 1.072
36 H -3.363 0.790 -1.942  O30 0.965
37 C -3.005 0.204 2.780  C38 1.494, H40 1.080, H41 1.094, H42 1.089
38 C -2.680 -1.163 3.285  C37 1.494, O39 1.441, H43 1.107, H44 1.099
39 O -3.731 -1.575 4.181  C38 1.441, H45 0.952
40 H -2.991 0.881 3.621  C37 1.080
41 H -3.908 0.240 2.164  C37 1.094
42 H -2.220 0.569 2.119  C37 1.089
43 H -1.753 -1.026 3.874  C38 1.107
44 H -2.567 -1.855 2.438  C38 1.099
45 H -3.603 -2.437 4.562  O39 0.952
46 C 3.643 -2.446 -3.430  C47 1.533, H49 1.103, H50 1.096, H51 1.107
47 C 3.018 -1.112 -3.006  C46 1.533, O48 1.453, H52 1.101, H53 1.094
48 O 3.356 0.051 -3.809  C47 1.453, H54 0.964
49 H 4.737 -2.364 -3.316  C46 1.103
50 H 3.415 -2.819 -4.435  C46 1.096
51 H 3.328 -3.217 -2.701  C46 1.107
52 H 3.511 -0.949 -2.035  C47 1.101
53 H 1.939 -1.257 -2.891  C47 1.094
54 H 2.940 -0.089 -4.667  O48 0.964
55 C 4.438 -1.772 0.579  C56 1.537, H58 1.093, H59 1.100, H60 1.099
56 C 4.416 -0.262 0.862  C55 1.537, O57 1.398, H61 1.096, H62 1.110
57 O 3.333 -0.051 1.722  C56 1.398, H63 0.960
58 H 4.742 -2.327 1.470  C55 1.093
59 H 5.181 -1.937 -0.216  C55 1.100
60 H 3.478 -2.169 0.221  C55 1.099
61 H 4.322 0.357 -0.038  C56 1.096
62 H 5.372 -0.012 1.368  C56 1.110
63 H 3.335 0.871 1.992  O57 0.960
64 C -1.550 2.898 -2.972  C65 1.527, H67 1.090, H68 1.090, H69 1.072
65 C -2.563 2.656 -4.090  C64 1.527, O66 1.454, H70 1.092, H71 1.091
66 O -3.445 1.582 -3.661  C65 1.454, H72 0.960
67 H -0.932 3.721 -3.330  C64 1.090
68 H -0.945 2.001 -2.847  C64 1.090
69 H -2.051 3.161 -2.061  C64 1.072
70 H -2.049 2.325 -4.996  C65 1.092
71 H -3.207 3.524 -4.238  C65 1.091
72 H -4.049 1.344 -4.369  O66 0.960
73 C 3.392 3.377 -0.355  C74 1.514, H76 1.115, H77 1.099, H78 1.100
74 C 2.845 3.935 0.943  C73 1.514, O75 1.410, H79 1.088, H80 1.091
75 O 3.189 3.010 1.951  C74 1.410, H81 0.948
76 H 3.095 2.311 -0.494  C73 1.115
77 H 4.482 3.428 -0.224  C73 1.099
78 H 3.073 3.924 -1.255  C73 1.100
79 H 1.781 4.154 0.977  C74 1.088
80 H 3.320 4.899 1.128  C74 1.091
81 H 2.781 3.288 2.760  O75 0.948
82 C 0.221 -4.131 -1.609  C83 1.522, H85 1.110, H86 1.084, H87 1.076
83 C 0.262 -4.337 -0.101  C82 1.522, O84 1.436, H88 1.090, H89 1.088
84 O -0.717 -3.707 0.742  C83 1.436, H90 0.986
85 H 1.127 -4.637 -2.001  C82 1.110
86 H 0.285 -3.066 -1.800  C82 1.084
87 H -0.636 -4.598 -2.062  C82 1.076
88 H 1.200 -3.908 0.251  C83 1.090
89 H 0.296 -5.388 0.177  C83 1.088
90 H -0.785 -2.768 0.450  O84 0.986
91 C 0.133 1.015 0.692  C92 1.500, H94 1.079, H95 1.106, H96 1.097
92 C 0.277 -0.092 -0.310  C91 1.500, O93 1.402, H97 1.089, H98 1.102
93 O -0.734 -1.063 -0.334  C92 1.402, H99 0.980
94 H 0.143 0.674 1.715  C91 1.079
95 H -0.859 1.490 0.571  C91 1.106
96 H 0.890 1.808 0.660  C91 1.097
97 H 1.176 -0.669 -0.097  C92 1.089
98 H 0.384 0.454 -1.261  C92 1.102
99 H -1.586 -0.618 -0.522  O93 0.980